{"formula": "C49H55ClFN8O6PS", "method": "ωB97M-V/def2-TZVPD", "elements": ["N", "P", "O", "O", "C", "C", "C", "C", "F", "O", "S", "O", "O", "O", "C", "Cl", "C", "C", "C", "C", "C", "C", "C", "C", "C", "H", "H", "H", "H", "H", "H", "H", "H", "H", "H", "H", "H", "H", "H", "H", "H", "H", "H", "H", "H", "C", "C", "C", "N", "C", "C", "H", "H", "H", "H", "H", "C", "C", "C", "N", "C", "C", "H", "H", "H", "H", "H", "C", "C", "C", "N", "C", "C", "H", "H", "H", "H", "H", "C", "C", "C", "N", "C", "C", "H", "H", "H", "H", "H", "C", "C", "C", "N", "C", "C", "H", "H", "H", "H", "H", "C", "C", "C", "N", "C", "C", "H", "H", "H", "H", "H", "C", "C", "C", "N", "C", "C", "H", "H", "H", "H", "H"], "xyz": [[0.195, 0.672, 2.133], [-0.872, 1.124, 1.120], [-1.740, 0.013, 0.389], [-2.039, 2.026, 1.712], [-0.073, 2.002, -0.333], [0.688, 1.007, -1.250], [1.806, 0.192, -0.579], [2.165, -1.048, -1.398], [2.541, -2.103, -0.553], [0.935, 2.906, 0.186], [1.322, 4.005, -0.898], [1.178, 5.288, -0.321], [2.512, 3.627, -1.573], [0.099, 3.685, -1.898], [-0.936, 2.974, -1.220], [-1.798, 4.246, -0.248], [-1.891, 2.333, -2.214], [-3.388, 2.440, -1.939], [-4.182, 1.458, -2.828], [-5.411, 0.916, -2.143], [-5.588, -0.450, -1.968], [-6.705, -0.946, -1.330], [-7.672, -0.084, -0.847], [-7.508, 1.283, -1.015], [-6.393, 1.774, -1.660], [0.021, 1.041, 3.062], [-1.347, -0.327, -0.423], [-1.669, 2.792, 2.171], [-0.006, 0.332, -1.760], [1.145, 1.602, -2.042], [2.691, 0.828, -0.521], [1.542, -0.127, 0.429], [3.015, -0.873, -2.059], [1.322, -1.409, -1.996], [-1.649, 1.273, -2.292], [-1.657, 2.763, -3.194], [-3.598, 2.205, -0.892], [-3.726, 3.455, -2.149], [-3.549, 0.615, -3.118], [-4.473, 1.961, -3.755], [-4.832, -1.138, -2.332], [-6.829, -2.016, -1.209], [-8.556, -0.458, -0.349], [-8.259, 1.969, -0.641], [-6.279, 2.846, -1.793], [3.343, 8.463, 2.215], [3.135, 7.355, 1.410], [4.027, 6.296, 1.505], [5.074, 6.284, 2.327], [5.264, 7.356, 3.097], [4.428, 8.464, 3.077], [2.671, 9.310, 2.171], [2.304, 7.302, 0.722], [3.894, 5.414, 0.888], [6.124, 7.332, 3.756], [4.632, 9.306, 3.724], [-11.854, -4.083, -1.971], [-11.244, -3.889, -0.742], [-10.664, -2.657, -0.481], [-10.660, -1.646, -1.347], [-11.248, -1.847, -2.523], [-11.856, -3.040, -2.882], [-12.318, -5.030, -2.213], [-11.214, -4.674, 0.001], [-10.177, -2.470, 0.470], [-11.227, -1.010, -3.212], [-12.320, -3.145, -3.854], [9.224, 9.674, 7.238], [8.231, 8.760, 7.552], [7.600, 8.089, 6.515], [7.896, 8.276, 5.231], [8.851, 9.157, 4.943], [9.543, 9.877, 5.905], [9.741, 10.217, 8.019], [7.948, 8.567, 8.578], [6.819, 7.365, 6.721], [9.071, 9.290, 3.890], [10.311, 10.580, 5.613], [0.313, -3.153, 1.694], [-0.390, -2.507, 2.696], [-1.352, -3.230, 3.388], [-1.637, -4.508, 3.145], [-0.953, -5.112, 2.176], [0.025, -4.481, 1.421], [1.073, -2.630, 1.131], [-0.192, -1.468, 2.915], [-1.928, -2.760, 4.179], [-1.201, -6.152, 1.994], [0.551, -5.018, 0.643], [5.092, -6.757, 1.296], [4.403, -5.621, 0.904], [3.291, -5.774, 0.090], [2.846, -6.953, -0.338], [3.519, -8.035, 0.047], [4.643, -7.994, 0.860], [5.965, -6.679, 1.931], [4.714, -4.635, 1.221], [2.729, -4.906, -0.238], [3.140, -8.984, -0.314], [5.149, -8.910, 1.136], [-5.413, 3.759, -8.584], [-5.353, 2.410, -8.276], [-4.724, 2.028, -7.101], [-4.170, 2.889, -6.250], [-4.235, 4.182, -6.558], [-4.842, 4.667, -7.707], [-5.896, 4.098, -9.492], [-5.785, 1.665, -8.930], [-4.661, 0.981, -6.825], [-3.777, 4.864, -5.850], [-4.865, 5.729, -7.905], [8.956, -12.038, 2.380], [8.277, -12.676, 1.355], [7.168, -12.050, 0.806], [6.717, -10.865, 1.210], [7.379, -10.264, 2.196], [8.498, -10.804, 2.811], [9.826, -12.494, 2.835], [8.596, -13.641, 0.986], [6.613, -12.519, 0.001], [6.993, -9.300, 2.512], [8.995, -10.267, 3.608]], "forces_ev_per_angstrom": [[-0.2, 0.4, -0.3], [0.5, 0.2, 0.5], [0.0, 0.2, -0.2], [-0.1, 0.0, -0.2], [0.1, -0.1, -0.3], [0.0, -0.2, -0.1], [0.1, -0.1, -0.2], [0.1, -0.1, 0.0], [0.0, 0.2, -0.1], [-0.2, 0.1, 0.3], [0.0, -0.2, -0.1], [0.1, 0.0, 0.0], [0.0, 0.1, 0.0], [0.0, 0.1, -0.2], [0.0, 0.2, 0.5], [0.1, -0.2, 0.0], [0.1, -0.1, -0.5], [-0.1, -0.2, -0.1], [0.0, 0.0, 0.0], [0.1, 0.0, -0.1], [0.4, 0.0, -0.2], [-0.3, -0.3, 0.2], [-0.2, 0.1, 0.2], [-0.3, 0.0, 0.2], [0.2, 0.3, -0.1], [0.2, -0.2, 0.1], [0.0, -0.2, 0.1], [-0.2, 0.0, 0.0], [-0.1, 0.0, 0.1], [-0.1, -0.1, -0.1], [-0.1, 0.0, 0.3], [0.0, 0.0, 0.0], [-0.1, 0.0, 0.0], [0.0, 0.0, 0.1], [0.1, 0.0, 0.0], [-0.1, 0.0, 0.1], [0.1, 0.1, 0.0], [0.0, 0.0, 0.3], [0.0, 0.0, 0.0], [0.1, -0.1, 0.0], [0.0, 0.0, 0.0], [0.0, 0.0, 0.0], [0.0, 0.0, -0.1], [0.0, 0.0, 0.0], [0.0, -0.1, 0.0], [0.0, 0.0, 0.0], [0.0, 0.0, 0.0], [0.0, 0.0, 0.0], [0.0, 0.0, 0.0], [0.0, -0.1, 0.0], [0.0, 0.0, 0.0], [0.0, 0.0, 0.0], [0.0, 0.0, 0.0], [0.0, 0.0, 0.0], [0.0, 0.0, 0.0], [0.0, 0.0, 0.0], [0.0, 0.0, 0.0], [0.0, 0.0, 0.0], [0.0, 0.0, 0.0], [0.0, 0.0, 0.0], [0.0, 0.0, 0.0], [0.0, 0.0, 0.0], [0.0, 0.0, 0.0], [0.0, 0.0, 0.0], [0.0, 0.0, 0.0], [0.0, 0.0, 0.0], [0.0, 0.0, 0.0], [0.0, 0.0, 0.0], [0.0, 0.0, 0.0], [0.0, 0.0, 0.0], [0.0, 0.0, 0.0], [0.0, 0.0, 0.0], [0.0, 0.0, 0.0], [0.0, 0.0, 0.0], [0.0, 0.0, 0.0], [0.0, 0.0, 0.0], [0.0, 0.0, 0.0], [0.0, 0.0, 0.0], [0.0, 0.0, -0.1], [-0.1, -0.2, 0.1], [0.0, 0.0, 0.0], [0.0, 0.0, 0.0], [0.0, 0.0, 0.0], [0.0, 0.0, 0.0], [0.0, 0.0, 0.0], [0.0, 0.0, 0.0], [0.0, 0.0, 0.0], [0.0, 0.0, 0.0], [0.0, -0.1, 0.0], [0.0, 0.0, 0.0], [0.0, 0.0, 0.0], [0.0, 0.0, 0.0], [0.0, 0.0, 0.0], [0.0, 0.0, 0.0], [0.0, 0.0, 0.1], [0.0, 0.0, 0.0], [0.0, 0.0, 0.0], [0.1, 0.0, 0.0], [0.0, 0.0, 0.0], [0.0, 0.0, -0.1], [0.0, 0.0, 0.0], [0.0, 0.0, 0.0], [0.0, 0.0, 0.0], [0.0, 0.0, 0.1], [0.0, 0.0, 0.0], [0.0, 0.0, 0.0], [0.0, 0.0, 0.0], [0.0, 0.0, 0.0], [0.0, 0.0, 0.0], [0.0, 0.0, 0.0], [0.0, 0.0, 0.0], [0.0, 0.0, 0.0], [0.0, 0.0, 0.0], [0.0, 0.0, 0.0], [0.0, 0.0, 0.1], [0.0, 0.0, 0.0], [0.0, 0.0, 0.0], [0.0, 0.0, 0.0], [0.0, 0.0, 0.0], [0.0, 0.0, 0.0], [0.0, 0.0, 0.0], [0.0, 0.0, 0.0]], "orbital_gap_ev": 9.151, "homo_ev": -8.864, "charge": 0, "energy_ev": -111274.244, "smiles": "N=P(O)(O)[C@]1(CCCF)OS(=O)(=O)O[C@@]1(Cl)CCCc1ccccc1.c1ccncc1.c1ccncc1.c1ccncc1.c1ccncc1.c1ccncc1.c1ccncc1.c1ccncc1"}